Below is a molecular structure, C39H46P2W in a non-equilibrium geometry, with properties calculated with ωB97M-V with the def2-TZVPD basis set.

ORCA input file:
```
! RIJCOSX wB97M-V def2-TZVPD def2/J DEFGRID3
* xyz 2 3
W -0.13 0.45 -0.33
P 1.91 1.94 -0.50
P -2.70 -1.02 0.61
C 0.72 -3.74 0.11
C -3.79 -1.84 -0.50
C 3.69 1.55 3.12
C 3.01 3.98 -4.39
C -5.55 -2.99 -2.37
C 2.10 -3.17 0.46
C -1.88 3.48 0.38
C -2.40 -3.32 3.94
C -2.65 -2.37 4.95
C 4.92 2.21 2.91
C -1.63 3.44 2.86
C 3.03 2.57 -4.33
C 2.69 -2.13 -2.26
C 1.35 -2.78 -2.66
C 0.30 -1.35 0.42
C -3.55 -1.72 -1.91
C 2.07 -1.64 0.24
C 0.24 -2.04 -1.84
C 5.20 2.78 1.65
C -3.05 -1.07 4.56
C 2.69 4.73 -3.26
C 2.38 4.11 -2.08
C -2.48 -2.99 2.60
C -4.44 -2.26 -2.82
C 2.79 1.43 2.08
C -3.15 -0.70 3.24
C -5.76 -3.18 -0.99
C -2.86 -1.67 2.22
C -1.74 2.57 1.59
C -0.10 -2.54 -0.41
C -4.92 -2.58 -0.06
C -0.51 1.63 1.41
C 2.76 1.93 -3.13
C 4.31 2.68 0.61
C 0.87 -0.74 -1.56
C 2.46 2.70 -1.99
C 3.07 2.03 0.82
C -1.32 1.04 -1.91
C 2.27 -1.15 -1.16
H -5.10 -2.65 1.01
H -1.21 0.42 -2.81
H 3.28 1.98 -5.21
H 0.76 -4.54 -0.61
H 2.85 -3.70 -0.13
H -2.10 -4.34 4.25
H -2.65 1.95 1.64
H 0.36 2.26 1.55
H 3.06 -1.55 -3.12
H -0.71 4.03 2.84
H -0.49 0.98 2.31
H -1.03 2.07 -2.19
H 2.12 4.67 -1.18
H -2.26 2.98 -0.51
H 2.82 0.85 -3.06
H 1.31 -3.83 -2.47
H 2.92 -0.25 -1.18
H 2.70 5.82 -3.32
H -4.30 -2.09 -3.89
H -2.48 4.13 2.95
H 3.43 1.13 4.09
H -0.62 -1.85 -2.47
H -1.21 -2.79 -0.35
H 0.25 -4.08 1.01
H -2.52 -2.62 6.00
H -3.27 -0.34 5.34
H 0.97 0.11 -2.31
H 2.68 -1.14 1.06
H -0.92 3.93 0.10
H -6.24 -3.45 -3.09
H 5.61 2.32 3.73
H 0.66 -1.41 1.47
H -2.29 -3.75 1.82
H 3.21 4.46 -5.33
H 2.30 -3.45 1.50
H 4.52 3.12 -0.37
H 3.52 -2.83 -2.02
H 1.19 -2.52 -3.73
H 6.16 3.28 1.50
H -1.63 2.77 3.75
H -2.57 4.32 0.57
H -3.48 0.30 2.93
H -6.61 -3.76 -0.64
H -2.39 1.09 -1.65
H -2.70 -1.16 -2.28
H 1.85 0.88 2.22
*
```

- Kohn-Sham gap (alpha / beta) (eV) = 4.194 / 5.028
- strongest force on any atom (eV Å⁻¹) = 5.4

***

Below is 2 unconnected molecules or ions with the total composition C3H11N2O, with properties calculated with ωB97M-V with the def2-TZVPD basis set.

ORCA input file:
```
! RIJCOSX wB97M-V def2-TZVPD def2/J DEFGRID3
* xyz 1 1
O 0.98 -1.12 -2.84
N 1.19 0.05 -0.31
N -2.11 1.32 0.75
C -0.99 0.90 0.10
C 0.03 0.20 0.60
C 0.18 -0.42 1.94
H 1.54 -1.18 -3.63
H 1.75 0.91 -0.38
H -0.94 1.21 -0.94
H -0.58 -0.02 2.61
H 1.11 -0.15 2.46
H -2.96 1.35 0.21
H 0.20 -1.65 -3.07
H 1.85 -0.61 0.09
H 0.95 -0.34 -1.25
H -2.24 1.02 1.70
H 0.05 -1.49 1.96
*
```

- Kohn-Sham gap (eV) = 9.436
- strongest force on any atom (eV Å⁻¹) = 0.8

***

Below is a molecular structure, C5H7NO in a non-equilibrium geometry, with properties calculated with ωB97M-V with the def2-TZVPD basis set.

ORCA input file:
```
! RIJCOSX wB97M-V def2-TZVPD def2/J DEFGRID3
* xyz 0 1
O -1.48 0.10 -0.69
N -0.59 0.71 1.28
C -0.42 0.19 0.18
C 0.49 0.52 -1.93
C -0.61 -0.44 -1.66
C 0.61 -0.44 -0.70
C -0.12 0.08 2.46
H 0.34 1.59 -1.74
H -0.59 0.63 3.37
H 0.92 0.21 2.65
H -1.00 -1.19 -2.33
H 1.41 -1.05 -0.14
H 1.08 0.24 -2.80
H -0.05 -1.15 2.07
*
```

- Kohn-Sham gap (eV) = 9.541
- strongest force on any atom (eV Å⁻¹) = 4.2

***

Below is a gas-phase ion, C10H15N2 (charge +1) in a non-equilibrium geometry, with properties calculated with ωB97M-V with the def2-TZVPD basis set.

ORCA input file:
```
! RIJCOSX wB97M-V def2-TZVPD def2/J DEFGRID3
* xyz 1 1
N -3.50 0.03 2.19
N -2.38 0.82 0.14
C 2.13 -0.70 -0.47
C -3.41 0.68 1.15
C 0.42 -1.18 1.39
C -1.07 0.70 0.27
C 0.33 0.88 -0.26
C 0.88 2.22 -0.11
C 1.06 0.00 -1.30
C 1.73 -1.59 0.73
C 0.02 -1.06 -1.87
C -0.06 0.00 0.89
H 0.42 -1.69 -2.60
H 1.54 -2.57 0.35
H 0.30 3.04 -0.57
H -0.88 -0.57 -2.14
H 2.65 0.24 -0.02
H -4.36 1.13 0.86
H 1.34 0.77 -2.05
H -2.66 -0.55 2.41
H -2.53 1.38 -0.71
H -0.15 -1.91 2.02
H 2.58 -1.68 1.45
H -0.22 -1.83 -1.15
H 1.00 2.41 0.97
H 1.96 2.16 -0.38
H 2.86 -1.13 -1.19
*
```

- Kohn-Sham gap (eV) = 8.293
- SMILES string = [H]/N=C\[NH+]=C1/C2=CCC[C@@H](C)[C@]21C
- strongest force on any atom (eV Å⁻¹) = 3.8

***

Below is 2 unconnected molecules or ions with the total composition C5H9N2S in a non-equilibrium geometry, with properties calculated with ωB97M-V with the def2-TZVPD basis set.

ORCA input file:
```
! RIJCOSX wB97M-V def2-TZVPD def2/J DEFGRID3
* xyz 1 1
S 0.44 -0.71 0.46
N -1.21 1.40 0.19
N -2.26 -0.63 0.23
C -1.30 -1.29 0.70
C 2.90 0.33 0.59
C 0.51 -0.86 -1.36
C -2.23 0.61 -0.20
C -0.07 0.94 0.70
H 3.23 0.31 1.63
H -1.42 -2.14 1.34
H -0.27 -0.28 -1.83
H 1.49 -0.51 -1.67
H 3.66 -0.21 0.01
H 0.39 -1.91 -1.62
H -1.37 2.41 0.23
H 0.56 1.56 1.31
H -3.08 1.00 -0.72
*
```

- Kohn-Sham gap (alpha / beta) (eV) = 7.402 / 7.300
- strongest force on any atom (eV Å⁻¹) = 1.9

***

Below is a molecular structure, C30H39F9N6NiP2S, with properties calculated with ωB97M-V with the def2-TZVPD basis set.

ORCA input file:
```
! RIJCOSX wB97M-V def2-TZVPD def2/J DEFGRID3
* xyz 1 2
Ni 0.27 -0.83 1.02
S 0.33 -2.23 3.52
P 1.43 -0.11 3.03
P 2.88 -2.56 0.19
F 4.22 -1.91 -0.34
F 3.47 -4.01 0.31
F 3.27 -2.20 1.72
F 1.42 -3.08 0.77
F -1.51 -2.10 6.11
F -3.46 -2.98 5.85
F 2.34 -2.80 -1.29
F -1.71 -4.00 5.10
F 2.15 -0.98 0.11
N 3.46 1.69 3.21
N -0.71 -1.54 -0.66
N 2.75 0.73 5.33
N -1.43 -1.06 2.04
N 0.18 0.92 -0.19
N 1.31 2.35 4.21
C -1.83 4.08 -3.57
C 2.99 0.64 2.32
C -0.57 1.71 -2.32
C -0.93 -1.17 -3.00
C -0.27 -2.61 -5.52
C 3.87 1.18 4.52
C -1.61 -4.54 -4.69
C -3.79 -1.00 2.29
C -0.09 5.50 -2.48
C 0.46 1.39 3.52
C -2.65 -0.68 1.61
C -1.28 -3.34 -2.11
C -0.36 0.69 -1.40
C -3.67 -1.71 3.48
C 2.10 -0.44 4.77
C 0.46 3.22 -0.82
C -0.38 4.12 -3.07
C -0.70 -0.72 -1.72
C -2.28 -2.80 5.26
C 2.47 2.75 3.41
C -1.30 -1.76 3.17
C -1.22 -2.52 -3.23
C -2.74 -2.37 -5.19
C 1.80 1.83 5.49
C 0.57 3.86 -4.25
C -1.01 -2.82 -0.86
C -1.46 -3.02 -4.65
C 0.60 2.16 0.06
C -2.42 -2.08 3.94
C -0.17 3.02 -2.04
H -2.92 -2.70 -6.21
H -1.01 -3.45 0.02
H -1.75 -4.85 -5.73
H -3.61 -2.65 -4.59
H 3.73 -0.16 2.23
H 2.81 -1.27 4.70
H -4.76 -0.69 1.92
H 0.96 5.61 -2.20
H 1.62 3.92 -3.93
H 1.07 2.33 1.01
H 0.82 4.19 -0.53
H -0.02 1.85 2.65
H -1.50 -4.40 -2.19
H 0.67 -2.96 -5.10
H -0.30 6.26 -3.23
H 2.81 1.01 1.32
H -0.73 -5.05 -4.30
H -2.05 3.18 -4.15
H -2.54 4.14 -2.74
H -2.01 4.94 -4.22
H -2.67 -0.11 0.69
H -2.49 -4.88 -4.13
H -4.54 -1.96 4.06
H -0.34 1.06 4.18
H -2.67 -1.28 -5.20
H 4.57 0.35 4.37
H 0.40 2.88 -4.69
H 4.38 1.98 5.05
H 2.97 3.57 3.94
H 0.41 4.61 -5.02
H -0.71 5.71 -1.61
H 1.27 -0.75 5.39
H 0.95 1.49 6.09
H -1.04 1.48 -3.26
H -0.21 -1.53 -5.66
H -0.87 -0.49 -3.83
H 2.14 3.14 2.45
H 2.30 2.64 6.02
H -0.38 -3.06 -6.51
*
```

- Kohn-Sham gap (alpha / beta) (eV) = 6.916 / 6.662
- strongest force on any atom (eV Å⁻¹) = 0.8